(1)
{
  "formula": "C18H47AuNO4Si2",
  "method": "ωB97M-V/def2-TZVPD",
  "symbols": ["O", "O", "C", "C", "H", "H", "H", "H", "H", "C", "C", "H", "H", "H", "H", "H", "C", "C", "C", "H", "H", "H", "H", "H", "C", "H", "H", "H", "H", "H", "H", "Au", "C", "Si", "H", "H", "C", "C", "C", "C", "Si", "H", "H", "C", "C", "C", "H", "H", "H", "H", "H", "H", "H", "H", "H", "H", "H", "H", "H", "H", "H", "H", "H", "H", "N", "C", "C", "O", "O", "H", "H", "H", "H"],
  "positions_angstrom": [[-2.0842, -1.8729, -0.8340], [0.9149, 1.3074, -3.9485], [-0.8791, -2.6909, -0.9726], [-1.1739, -4.1697, -1.0992], [-0.2433, -2.4947, -0.0901], [-0.3132, -2.3692, -1.8702], [-1.3506, -4.6247, -0.1203], [-0.2733, -4.6344, -1.5025], [-1.9908, -4.4349, -1.7862], [-1.9958, -0.7053, -1.6896], [-1.7092, -0.9645, -3.1654], [-1.1937, -0.0535, -1.2932], [-2.9566, -0.1955, -1.5616], [-0.6953, -0.6374, -3.4053], [-2.3704, -0.3324, -3.7619], [-1.8465, -2.0014, -3.4740], [0.5504, 2.4024, -3.1212], [2.3209, 1.1309, -4.0113], [-0.9044, 2.7544, -3.3581], [1.1650, 3.3025, -3.3194], [0.7084, 2.1051, -2.0688], [-1.0757, 3.0530, -4.3980], [-1.1841, 3.5928, -2.7165], [-1.5570, 1.9060, -3.1316], [2.7015, 0.4126, -5.2934], [2.6158, 0.5278, -3.1386], [2.8770, 2.0856, -3.9720], [2.0942, -0.4834, -5.4489], [3.7542, 0.1220, -5.2579], [2.5653, 1.0714, -6.1584], [2.4070, -0.6079, 0.9674], [-1.5111, -0.5219, 1.9934], [3.1643, -0.7575, 0.2363], [4.5238, 0.2543, 1.0267], [3.3839, -1.8312, 0.1472], [2.7895, -0.3400, -0.7074], [6.0657, -0.3437, 0.1487], [4.3541, -0.1290, 2.8621], [3.9680, 2.0336, 0.7904], [-3.0387, -1.8268, 2.0188], [-4.1310, -0.2801, 1.7962], [-3.1520, -2.3415, 2.9817], [-2.9453, -2.5409, 1.1953], [-5.2332, -1.0330, 0.4818], [-3.7231, 1.4627, 1.1597], [-4.6984, -0.0667, 3.5735], [3.0562, 2.0633, 0.1733], [4.7165, 2.6698, 0.3024], [3.6758, 2.4996, 1.7429], [6.1304, -1.4396, 0.2383], [6.9939, 0.0854, 0.5442], [6.0010, -0.1134, -0.9258], [3.5594, -0.8786, 3.0061], [4.0368, 0.7545, 3.4337], [5.2684, -0.5269, 3.3168], [-3.8623, 1.5310, 0.0740], [-2.6926, 1.7885, 1.3644], [-4.4176, 2.1725, 1.6342], [-5.7921, -0.0041, 3.5962], [-4.2908, 0.8473, 4.0254], [-4.3839, -0.9242, 4.1817], [-6.2641, -0.7073, 0.6587], [-5.1599, -2.1254, 0.5541], [-4.9158, -0.7218, -0.5217], [-1.1473, 0.4541, 4.5815], [0.2119, 0.9928, 4.5893], [0.6394, 1.3757, 3.1692], [1.4832, 2.2862, 3.1100], [0.1668, 0.7510, 2.1294], [-1.7785, 1.1335, 4.9881], [-1.1712, -0.3433, 5.2083], [0.3021, 1.9046, 5.1986], [0.9400, 0.2353, 4.9237]],
  "forces_ev_per_angstrom": [[0.9235, -0.1817, -1.0130], [0.1991, 0.8518, -0.2867], [-0.2278, 0.6699, -0.2422], [0.0726, -0.2928, 0.1612], [-0.0894, -0.0923, -0.2762], [-0.3197, -0.0465, 0.5750], [-0.2048, -0.0101, -0.1549], [0.0398, -0.1301, 0.0686], [0.1555, 0.4091, 0.2647], [0.0431, -0.1600, 0.7303], [0.0439, 0.3923, -0.1535], [-0.3233, -0.0269, -0.0102], [0.1762, -0.0674, 0.0314], [-0.0425, -0.2308, -0.1298], [-0.0098, -0.1710, -0.0753], [-0.1166, 0.0521, 0.1249], [-0.1742, -0.0409, 0.1622], [0.3126, -0.4684, 0.0278], [-0.0770, -0.0760, -0.0380], [-0.0082, -0.4708, -0.0304], [0.0123, 0.2165, -0.0801], [0.0881, -0.0986, 0.1674], [-0.0297, -0.0486, -0.0055], [0.0650, 0.1141, -0.0305], [-0.1127, 0.0857, -0.1389], [0.1723, 0.1270, -0.0399], [-0.4143, -0.1466, 0.1144], [0.0760, 0.0859, 0.0904], [-0.0767, -0.0072, 0.0111], [-0.0361, -0.1295, 0.1514], [-1.2528, -0.1873, 0.5399], [0.5436, 0.2112, 0.3568], [0.3426, -0.0636, -0.5298], [-0.4876, -0.4525, -0.5864], [-0.1071, 0.3294, -0.0280], [0.2186, -0.2408, 0.0855], [0.4462, 0.2550, 0.2468], [0.0865, -0.1945, 0.4342], [-0.0744, 0.4672, -0.1163], [0.7675, -1.6104, -0.0402], [-0.6404, 0.9377, -0.0460], [-0.1482, 0.2645, -0.2756], [-0.1655, 0.2939, 0.1527], [-0.2127, -0.3790, 0.1522], [0.3905, 0.0746, -0.2183], [-0.2157, -0.1311, 0.0364], [0.3072, -0.0906, -0.0191], [-0.1689, -0.0276, 0.1456], [0.3349, -0.0735, -0.1858], [-0.0489, 0.3269, 0.0538], [-0.0638, -0.1032, -0.1781], [-0.0076, 0.0166, 0.3135], [0.2939, 0.0410, -0.0926], [0.2640, -0.0939, -0.1365], [-0.1758, 0.0947, 0.0284], [0.0203, -0.0661, 0.2073], [-0.3599, 0.1275, 0.0401], [0.1812, -0.2127, -0.0599], [0.1125, 0.0432, 0.1835], [-0.1287, -0.1484, -0.1856], [-0.2372, 0.2350, -0.0620], [0.0465, -0.1117, -0.1144], [-0.3637, 0.2811, -0.2070], [-0.0239, -0.0668, 0.3182], [0.9913, 0.2415, 0.6519], [-0.7246, 0.1146, 0.9638], [-1.1993, -1.8392, -3.0986], [-0.1106, -0.1754, -0.1928], [1.7972, 2.0482, 2.2883], [-0.1727, 0.0804, -0.2634], [-0.1196, -0.2188, -0.3186], [0.1085, -0.4579, -0.0625], [-0.1607, 0.3527, -0.1573]],
  "lumo_energy_ev": [-2.737, -7.691],
  "spin_multiplicity": 3,
  "charge": 1,
  "s_squared": 2.02,
  "homo_ev": [-11.654, -11.653],
  "orbital_gap_ev": [8.917, 3.963]
}


(2)
{
  "formula": "C4H7N3O",
  "method": "ωB97M-V/def2-TZVPD",
  "symbols": ["H", "N", "C", "C", "N", "C", "N", "C", "O", "H", "H", "H", "H", "H", "H"],
  "positions_angstrom": [[-0.3954, -1.9913, 1.2589], [-0.4927, -1.2978, 2.1092], [-0.7903, -0.1030, 1.6114], [-0.5360, 0.9619, 2.5813], [-1.1898, 0.2274, 0.3211], [-0.5869, -0.0410, -0.7736], [0.8013, -0.3593, -0.9064], [1.4960, 0.0758, -2.0617], [0.9393, 0.4571, -3.0886], [-1.4061, 1.9581, 2.6136], [0.4446, 1.5391, 2.3671], [-0.4004, 0.3953, 3.6285], [-1.0736, -0.0953, -1.7472], [1.4581, -0.6496, -0.0629], [2.5302, -0.1673, -2.1611]],
  "forces_ev_per_angstrom": [[-0.7284, 1.3079, 1.9735], [-0.1964, 0.4572, -3.9176], [1.7683, -2.0396, 0.7256], [-0.9318, 3.7071, 2.8237], [-0.0626, -1.3732, -1.0754], [1.0075, -0.1375, 1.2897], [2.1558, 0.0509, 1.3531], [-2.6753, -0.9480, -1.9041], [0.4186, 0.0219, 1.8639], [2.4494, -3.3563, -0.0218], [-1.4677, -1.1272, 0.1308], [-0.5029, 1.7656, -2.2777], [-0.0971, 0.6759, 0.2723], [-2.3056, 1.0338, -2.1653], [1.1682, -0.0385, 0.9294]],
  "smiles": "[H]/N=C(C)\\N=C/NC=O",
  "lumo_energy_ev": 0.151,
  "charge": 0,
  "homo_ev": -9.750,
  "orbital_gap_ev": 9.901
}